Record 1
The following is a DFT calculation (wB97M-V/def2-TZVPD) of a molecular structure, C6H9FO at a distorted geometry.

Results
E_HOMO: -9.18 eV

Positions of all 17 atoms, in Å:
C 1.049 -1.356 -0.004
C 0.863 0.178 -0.054
C 1.984 0.940 0.074
C -0.476 0.853 0.081
C -1.496 0.005 1.047
C -1.429 0.180 -0.918
H 0.166 -1.896 0.580
H 2.086 -1.553 0.295
H 1.085 -1.935 -1.122
H 1.977 2.096 -0.186
H 2.882 0.328 0.208
H -2.191 0.615 1.666
H -0.796 -0.678 1.616
H -0.935 -0.495 -1.795
H -1.934 1.000 -1.384
O -2.261 -0.534 -0.107
F -0.575 2.252 0.005

***

Record 2
The following is a DFT calculation (wB97M-V/def2-TZVPD) of 2 unconnected molecules or ions with the total composition C11H15N at a distorted geometry.

Results
E_HOMO: -8.05 eV
Structure (SMILES): Cc1c[nH]c2ccccc12.CC

Positions of all 27 atoms, in Å:
C 0.971 -2.159 -0.299
C 0.376 -0.292 1.439
C 1.338 -1.225 0.888
C 1.100 0.568 2.336
C 2.582 -0.942 1.400
C -0.952 -0.012 1.326
C -1.412 1.232 1.833
C -0.605 2.139 2.583
C 0.688 1.737 2.884
N 2.460 0.182 2.384
H -1.654 -0.691 0.881
H -2.473 1.356 1.735
H -0.945 3.041 2.953
H -0.106 -2.524 -0.211
H 1.625 -2.948 -0.495
H 3.454 -1.566 1.385
H 3.252 0.952 2.540
H 1.222 2.518 3.494
H 0.795 -1.674 -1.259
C -1.265 -0.712 -3.443
C -1.589 0.792 -3.554
H -1.807 -1.125 -2.566
H -1.656 -1.171 -4.346
H -0.247 -1.102 -3.158
H -1.096 1.313 -4.387
H -1.368 1.249 -2.570
H -2.689 1.065 -3.773

***

Record 3
The following is a DFT calculation (wB97M-V/def2-TZVPD) of a gas-phase ion, C3H3O3S (charge -1) at a distorted geometry.

Results
E_HOMO (spin up / spin down): -3.32 / -3.96 eV
Total charge: -1

Positions of all 10 atoms, in Å:
C 3.194 -0.554 0.155
C 1.710 -0.479 0.987
C -0.700 0.089 0.263
O 3.077 0.020 -0.883
O 4.123 -1.123 0.658
O 0.506 -0.563 0.401
S -1.852 -1.100 -0.263
H 1.763 0.394 1.560
H -1.036 0.693 1.141
H -1.370 -1.603 -1.528

***

Record 4
The following is a DFT calculation (wB97M-V/def2-TZVPD) of C2H6 in the gas phase at a distorted geometry.

Results
E_HOMO: -11.63 eV
Structure (SMILES): CC

Positions of all 8 atoms, in Å:
C -0.813 0.000 0.028
C 0.723 -0.016 0.038
H -1.007 0.336 -1.013
H -1.234 -1.049 0.283
H -1.263 0.701 0.720
H 1.332 0.045 1.036
H 1.064 0.871 -0.550
H 1.197 -0.888 -0.543

***

What E_tot values result from the calculations? In sequence: -11128.864; -13138.773; -20134.239; -2170.805 eV.
What ΔE to the lowest compared entry with this formula, charge and spin values result from the calculations? In sequence: 74.9; 46.5; 97.6; 10.2 kcal/mol.